Record 1
Here is an isolated ion of composition C4H11ClNO2S and charge +1 at a distorted geometry from the OMol25 dataset. Energies are from ωB97M-V/def2-TZVPD.

The geometry in XYZ format:
```
20
Properties=species:S:1:pos:R:3:mulliken_charge:R:1
N -1.8359 1.7561 0.1317 -0.36
C -1.9893 0.2566 0.4405 -0.59
C -0.5570 -0.3991 0.8935 -0.46
C 0.0889 -1.4673 -0.1685 -0.68
C 1.2760 -0.8684 -1.1267 -0.62
S 2.6177 0.0848 -0.2330 1.00
O 2.8038 -0.3366 1.2673 -0.51
O 2.1298 1.5845 -0.1715 -0.56
Cl 4.4876 0.0681 -1.1594 -0.15
H -1.1257 2.2049 0.7591 0.37
H -1.5584 1.8374 -0.8925 0.36
H -2.7774 2.1982 0.3249 0.38
H -2.5246 -0.3114 -0.4329 0.36
H -2.7003 0.2060 1.3925 0.32
H 0.1464 0.4811 1.2094 0.36
H -0.7746 -1.0153 1.8922 0.32
H -0.7976 -1.7914 -0.8958 0.34
H 0.3850 -2.4524 0.4194 0.36
H 1.8118 -1.8149 -1.6193 0.41
H 0.8936 -0.2211 -2.0309 0.33
```

Output
**Structure (SMILES)**: [NH3+]CCCCS(=O)(=O)Cl
**HOMO level**: -13.60 eV
**Electronic energy**: -1222.23328 a.u.
**Lowest unoccupied orbital energy**: -4.1 eV
**Kohn-Sham gap**: 9.5 eV
**Charge**: +1

=====

Record 2
Here is a 2-piece molecular cluster, C4H11ClNO4 overall at a distorted geometry from the OMol25 dataset. Energies are from ωB97M-V/def2-TZVPD.

The geometry in XYZ format:
```
21
Properties=species:S:1:pos:R:3:mulliken_charge:R:1
C -1.7098 0.9983 -0.7530 -0.87
C -0.9178 -0.9281 0.3432 -0.68
C 0.6430 0.9551 0.3521 0.09
C 2.2633 -0.4959 -0.0339 0.43
N -0.5100 0.2225 -0.4367 0.13
O 1.1989 2.0846 -0.2272 -0.49
O 0.4862 0.9972 1.7127 -0.45
O 2.0122 -1.1547 -1.1440 -0.38
O 2.4246 -1.3105 1.0237 -0.50
Cl 3.7167 0.6258 -0.1910 -0.19
H -2.2637 1.2747 0.2404 0.34
H -1.5345 1.9653 -1.4210 0.29
H -2.2771 0.3541 -1.3749 0.43
H -1.5341 -1.6024 -0.3239 0.37
H 0.0829 -1.3526 0.8310 0.23
H -1.6034 -0.7010 1.0840 0.38
H 0.1309 0.0591 -1.2596 0.43
H 1.9979 1.8597 -0.7665 0.31
H 0.4192 1.8911 2.1566 0.41
H 2.3834 -1.9428 -1.2911 0.31
H 2.4213 -0.8970 1.9138 0.39
```

Output
**HOMO level**: -13.24 eV
**Electronic energy**: -974.56001 a.u.
**Lowest unoccupied orbital energy**: -3.1 eV
**Kohn-Sham gap**: 10.1 eV
**Charge**: +1

=====

Record 3
Here is C4H11CoO3 as an isolated structure at a distorted geometry from the OMol25 dataset. Energies are from ωB97M-V/def2-TZVPD.

The geometry in XYZ format:
```
19
Properties=species:S:1:pos:R:3:mulliken_charge:R:1
C -0.4412 -2.3559 -0.9846 -0.66
H 0.3267 -2.9904 -1.4441 0.23
H -1.4002 -2.9014 -0.9867 0.30
H -0.5733 -1.4346 -1.5751 0.25
O 2.8422 1.7129 -1.5502 -0.65
Co 4.4401 2.1263 -0.7796 -0.47
H 2.4159 2.2055 -2.2783 0.21
O -0.0227 -2.0959 0.3564 -0.31
C 0.0869 2.0378 0.5344 -0.78
O 0.0699 0.7315 1.0482 -0.26
C -1.1349 0.0470 0.8272 -0.41
C -0.9571 -1.4194 1.1658 -0.56
H 1.1342 2.3645 0.5065 0.27
H -0.2474 2.0842 -0.5170 0.26
H -0.5973 2.6808 1.1153 0.29
H -1.4797 0.1615 -0.2172 0.31
H -1.9278 0.4658 1.4750 0.33
H -1.9433 -1.9126 1.1063 0.38
H -0.5910 -1.5076 2.1978 0.28
```

Output
**HOMO level (alpha / beta)**: -1.03 / -1.75 eV
**Electronic energy**: -1767.38076 a.u.
**Lowest unoccupied orbital energy (alpha / beta)**: 3.2 / 3.2 eV
**⟨S²⟩**: 3.776
**Kohn-Sham gap (alpha / beta)**: 4.2 / 4.9 eV
**2S+1**: 4
**Charge**: -1

=====

Record 4
Here is a 2-piece molecular cluster, C4H11IN overall at a distorted geometry from the OMol25 dataset. Energies are from ωB97M-V/def2-TZVPD.

The geometry in XYZ format:
```
17
Properties=species:S:1:pos:R:3:mulliken_charge:R:1
C -1.0494 -1.8551 0.0566 -1.50
C -0.9343 1.9151 -0.4345 -1.26
C -1.4181 -0.4769 -0.4525 -0.14
C -0.5887 0.6270 0.1118 0.71
N 0.1933 0.5117 1.1436 -0.27
I 5.5409 0.1563 -0.1342 0.05
H 0.0192 -1.9836 -0.0832 0.40
H -1.4058 -2.6952 -0.4686 0.38
H -1.3289 -2.0737 1.1559 0.32
H -0.4968 2.8318 0.0825 0.34
H -0.4801 1.8541 -1.4035 0.38
H -1.9448 2.1323 -0.7250 0.36
H -2.4521 -0.0800 -0.2275 0.34
H -1.3654 -0.5467 -1.5837 0.34
H 0.5325 -0.4172 1.4234 0.27
H 0.7424 1.1840 1.5866 0.26
H 6.4360 -1.0839 -0.0477 0.02
```

Output
**HOMO level (alpha / beta)**: -7.08 / -13.60 eV
**Electronic energy**: -510.97831 a.u.
**Lowest unoccupied orbital energy (alpha / beta)**: -4.4 / -6.8 eV
**⟨S²⟩**: 2.005
**Kohn-Sham gap (alpha / beta)**: 2.7 / 6.8 eV
**2S+1**: 3
**Charge**: +1

=====

Record 5
Here is a 2-piece molecular cluster, C4H11IN overall at a distorted geometry from the OMol25 dataset. Energies are from ωB97M-V/def2-TZVPD.

The geometry in XYZ format:
```
17
Properties=species:S:1:pos:R:3:mulliken_charge:R:1
C 1.3123 1.3251 0.4618 -1.25
C 0.0758 -2.4093 0.6937 -1.07
C -0.2131 1.4271 0.4461 -0.39
C -0.8993 0.1925 -0.0299 -0.29
N -0.4946 -0.1679 -1.4315 -0.23
I -2.9826 0.0118 0.2554 0.23
H 1.7138 2.2263 0.9167 0.36
H 1.7424 1.2533 -0.5365 0.42
H 1.6376 0.4767 1.0559 0.29
H 0.8075 -2.5089 -0.0827 0.40
H 0.4074 -2.1627 1.6834 0.33
H -0.9018 -2.8336 0.5802 0.39
H -0.4975 2.2765 -0.1929 0.31
H -0.5690 1.6553 1.4502 0.40
H 0.5373 -0.1259 -1.4595 0.31
H -0.8107 -1.1186 -1.6641 0.41
H -0.8654 0.4824 -2.1464 0.38
```

Output
**HOMO level (alpha / beta)**: -12.13 / -14.24 eV
**Electronic energy**: -511.04693 a.u.
**Lowest unoccupied orbital energy (alpha / beta)**: -3.6 / -5.8 eV
**⟨S²⟩**: 2.009
**Kohn-Sham gap (alpha / beta)**: 8.5 / 8.4 eV
**2S+1**: 3
**Charge**: +1

=====

Record 6
Here is C4H11MnO4 as an isolated structure at a distorted geometry from the OMol25 dataset. Energies are from ωB97M-V/def2-TZVPD.

The geometry in XYZ format:
```
20
Properties=species:S:1:pos:R:3:mulliken_charge:R:1
O 0.0138 -1.6022 0.0522 -0.79
C 0.1160 -1.0795 1.3677 -0.32
C 1.1982 -0.0265 1.4946 -0.33
O 1.1334 0.7570 0.3025 -0.07
C 1.4712 2.1341 0.3807 -0.78
Mn 0.8333 -0.3852 -1.2736 1.04
H 0.2910 -1.8721 2.1088 0.35
H -0.8496 -0.5747 1.5416 0.27
H 2.2119 -0.4377 1.6070 0.32
H 1.0052 0.6019 2.3753 0.37
H 1.0598 2.5910 -0.5259 0.28
H 0.9469 2.6159 1.2168 0.32
H 2.5503 2.2008 0.5787 0.31
O -0.9588 -0.5167 -1.9763 -0.60
H -1.1503 -1.5819 -0.5302 0.59
C -1.6484 1.7106 -1.8903 -0.47
O -0.6762 0.8302 -2.4156 -0.21
H -1.4576 1.9342 -0.8301 0.20
H -1.5891 2.6220 -2.5007 0.25
H -2.6356 1.2326 -1.9534 0.26
```

Output
**HOMO level (alpha / beta)**: -12.68 / -13.22 eV
**Electronic energy**: -1610.53501 a.u.
**Lowest unoccupied orbital energy (alpha / beta)**: -4.4 / -4.6 eV
**⟨S²⟩**: 8.755
**Kohn-Sham gap (alpha / beta)**: 8.3 / 8.6 eV
**2S+1**: 6
**Charge**: +1

=====

Record 7
Here is a 2-piece molecular cluster, C4H11N2 overall at a distorted geometry from the OMol25 dataset. Energies are from ωB97M-V/def2-TZVPD.

The geometry in XYZ format:
```
17
Properties=species:S:1:pos:R:3:mulliken_charge:R:1
C 1.9820 1.2730 -0.0101 -1.00
C 1.6595 -0.2267 -0.0564 0.16
C -0.2748 -1.7644 -0.1164 -0.78
C -2.2865 0.5634 0.5922 -0.42
N -1.8315 0.9552 -0.5072 -0.42
N 0.4416 -0.4861 -0.3404 -0.09
H 2.7504 1.5611 -0.7728 0.35
H 1.1797 1.8710 -0.3533 0.29
H 2.1902 -1.0815 0.2285 0.46
H -0.7645 -1.8182 -1.0679 0.35
H 0.3197 -2.6653 0.0676 0.34
H -0.8886 -1.5494 0.7341 0.25
H -1.7623 0.0251 1.2674 0.31
H -3.2029 0.8635 1.0010 0.30
H 2.5448 1.3690 0.9287 0.32
H -2.5617 1.4559 -0.9433 0.24
H -0.2937 0.2300 -0.6487 0.36
```

Output
**HOMO level**: -15.30 eV
**Electronic energy**: -268.20589 a.u.
**Lowest unoccupied orbital energy**: -3.9 eV
**Kohn-Sham gap**: 11.4 eV
**Charge**: +1

=====

Record 8
Here is an isolated ion of composition C4H11N2 and charge +1 at a distorted geometry from the OMol25 dataset. Energies are from ωB97M-V/def2-TZVPD.

The geometry in XYZ format:
```
17
Properties=species:S:1:pos:R:3:mulliken_charge:R:1
C 0.5688 0.1789 -2.2920 -1.00
C -0.0111 0.9288 -1.0652 -0.59
C -0.0887 0.1309 0.2196 -0.20
C -1.1091 -0.5254 0.7934 -0.03
N -0.8188 -1.0746 2.1132 -0.64
N 1.0432 0.2371 1.1407 -0.13
H -0.2725 -0.2603 -2.8276 0.32
H 1.3998 -0.5290 -2.1672 0.31
H 0.9078 0.8802 -3.0705 0.32
H 0.4097 1.9383 -0.8732 0.46
H -1.1071 0.9405 -1.2505 0.22
H -2.1156 -0.6939 0.3000 0.36
H -0.8040 -2.0899 2.1743 0.25
H -1.5912 -0.8452 2.7188 0.25
H 1.5577 -0.6364 1.0303 0.34
H 1.5184 1.1355 1.0542 0.35
H 0.5128 0.2844 2.0018 0.40
```

Output
**Structure (SMILES)**: CC/C([NH3+])=C/N
**HOMO level**: -14.53 eV
**Electronic energy**: -268.22796 a.u.
**Lowest unoccupied orbital energy**: -3.4 eV
**Kohn-Sham gap**: 11.2 eV
**Charge**: +1

=====

Record 9
Here is an isolated ion of composition C4H11N2 and charge +1 at a distorted geometry from the OMol25 dataset. Energies are from ωB97M-V/def2-TZVPD.

The geometry in XYZ format:
```
17
Properties=species:S:1:pos:R:3:mulliken_charge:R:1
C -0.3210 -0.7117 -1.0951 -0.39
C -1.9196 0.0240 0.6652 -0.94
C 1.6632 -0.8083 0.3669 -0.87
C 0.6057 1.3713 -0.0959 -0.64
N -0.7957 -0.7415 0.2550 -0.50
N 0.4228 -0.0844 -0.0668 0.67
H -0.0432 -1.6344 -1.4563 0.32
H -0.8740 -0.1720 -2.0614 0.23
H -1.7789 0.4791 1.6892 0.36
H -2.3130 0.8366 0.0325 0.38
H -2.7056 -0.6107 0.6726 0.37
H 1.4689 -1.6317 0.9510 0.36
H 2.1724 -1.2011 -0.5776 0.36
H 2.4002 -0.1643 0.8891 0.35
H -0.0139 1.7477 0.7603 0.30
H 1.6966 1.5278 0.0946 0.31
H 0.3351 1.7735 -1.0233 0.31
```

Output
**Structure (SMILES)**: CN1C[N+]1(C)C
**HOMO level**: -15.20 eV
**Electronic energy**: -268.14133 a.u.
**Lowest unoccupied orbital energy**: -2.8 eV
**Kohn-Sham gap**: 12.4 eV
**Charge**: +1

=====

Record 10
Here is an isolated ion of composition C4H11N2 and charge +1 at a distorted geometry from the OMol25 dataset. Energies are from ωB97M-V/def2-TZVPD.

The geometry in XYZ format:
```
17
Properties=species:S:1:pos:R:3:mulliken_charge:R:1
C -1.3624 -0.6724 -0.4028 -0.66
C 0.1336 -1.0908 -0.3631 -0.60
C 1.1817 -0.0533 -0.0013 0.56
C 2.1222 0.3375 -0.8515 -0.94
N 0.6410 1.0755 0.8282 -0.30
N -1.6978 0.0900 0.8124 -0.58
H -1.4767 -0.0966 -1.3227 0.37
H -1.9446 -1.5796 -0.4637 0.34
H 0.1211 -1.8520 0.4190 0.27
H 0.3775 -1.4296 -1.3597 0.36
H 2.5962 1.2998 -0.7567 0.28
H 2.3547 -0.2470 -1.7195 0.29
H 0.7126 1.9035 0.2474 0.37
H 1.0774 1.2683 1.7211 0.35
H -0.3961 0.7783 1.0404 0.39
H -2.4278 0.7776 0.6470 0.25
H -2.0123 -0.5094 1.5256 0.24
```

Output
**Structure (SMILES)**: C=C([NH3+])CCN
**HOMO level**: -14.35 eV
**Electronic energy**: -268.23907 a.u.
**Lowest unoccupied orbital energy**: -3.3 eV
**Kohn-Sham gap**: 11.0 eV
**Charge**: +1

=====

Record 11
Here is a 2-piece molecular cluster, C4H11N2 overall at a distorted geometry from the OMol25 dataset. Energies are from ωB97M-V/def2-TZVPD.

The geometry in XYZ format:
```
17
Properties=species:S:1:pos:R:3:mulliken_charge:R:1
C 1.4042 0.5970 0.1967 0.06
C 0.5548 1.7905 0.5030 -1.03
C 0.5203 -1.9895 0.3360 -0.85
C -2.5119 0.1041 -0.4332 -1.07
N 1.2468 -0.0698 -1.1321 -0.47
N 0.5511 -0.6277 -0.0767 0.37
H 2.3699 0.5037 0.4944 0.54
H -0.1488 1.9156 -0.2553 0.27
H 1.1915 2.6488 0.6610 0.34
H -0.0683 1.6616 1.4229 0.28
H -0.3770 -2.1958 0.8400 0.29
H 0.8980 -2.5573 -0.4553 0.40
H 1.2796 -2.1947 1.1315 0.35
H -2.4115 1.0350 -0.8256 0.45
H -2.7512 -0.7950 -0.9724 0.35
H -2.5279 -0.1599 0.5625 0.38
H 0.7805 0.3334 -1.9973 0.32
```

Output
**HOMO level (alpha / beta)**: -12.87 / -15.44 eV
**Electronic energy**: -268.02640 a.u.
**Lowest unoccupied orbital energy (alpha / beta)**: -7.1 / -4.1 eV
**Kohn-Sham gap (alpha / beta)**: 5.8 / 11.3 eV
**Charge**: +1

=====

Record 12
Here is an isolated ion of composition C4H11N2 and charge +1 at a distorted geometry from the OMol25 dataset. Energies are from ωB97M-V/def2-TZVPD.

The geometry in XYZ format:
```
17
Properties=species:S:1:pos:R:3:mulliken_charge:R:1
C 0.8359 0.2419 -0.1697 0.13
C -0.5040 0.2302 0.3817 0.59
C 1.7347 -1.1597 0.0477 -1.37
C -1.2127 1.4835 0.6642 -1.42
N -1.1783 -0.8798 0.4989 -0.29
N 0.3828 0.2814 -1.5006 -0.48
H 1.4928 1.1008 0.1307 0.28
H 1.1664 -2.0836 -0.2255 0.38
H 2.1783 -1.2151 0.9941 0.36
H 2.4773 -1.0382 -0.6053 0.44
H -2.2220 1.4875 0.4507 0.51
H -0.6961 2.3393 0.0775 0.33
H -1.2756 1.5588 1.7061 0.44
H -0.8271 -1.8610 0.3538 0.23
H -2.1521 -0.8214 0.8512 0.27
H -0.3795 0.9480 -1.6969 0.28
H 0.1793 -0.6125 -1.9587 0.32
```

Output
**Structure (SMILES)**: CC(=[NH2+])[C@@H](C)N
**HOMO level**: -14.17 eV
**Electronic energy**: -268.22660 a.u.
**Lowest unoccupied orbital energy**: -4.0 eV
**Kohn-Sham gap**: 10.2 eV
**Charge**: +1